{
  "formula": "C22H41BN3O4",
  "method": "ωB97M-V/def2-TZVPD",
  "symbols": ["C", "C", "O", "C", "C", "C", "N", "C", "C", "N", "C", "C", "C", "C", "O", "C", "O", "B", "C", "O", "H", "H", "H", "H", "H", "H", "H", "H", "H", "H", "H", "H", "H", "H", "H", "H", "H", "H", "H", "H", "H", "C", "C", "C", "N", "C", "C", "C", "C", "C", "C", "H", "H", "H", "H", "H", "H", "H", "H", "H", "H", "H", "H", "H", "H", "H", "H", "H", "H", "H", "H"],
  "positions_angstrom": [[-3.70, 3.95, -4.58], [-4.63, 3.24, -5.72], [-5.06, 1.90, -5.28], [-4.16, 0.95, -5.92], [-4.27, -0.54, -5.33], [-3.34, -1.46, -6.29], [-2.64, -2.09, -7.06], [-3.68, -0.69, -3.80], [-4.69, 0.05, -2.77], [-5.63, 0.53, -2.16], [-2.20, -0.08, -3.66], [-1.67, 0.01, -2.12], [-0.14, -0.56, -2.16], [0.51, -0.73, -0.69], [1.68, 0.18, -0.55], [1.06, 1.50, -0.45], [0.54, 1.80, 0.69], [-3.80, -2.29, -3.45], [-2.82, -3.13, -2.46], [-4.92, -3.03, -4.05], [-3.34, 4.94, -5.04], [-4.39, 4.22, -3.70], [-2.83, 3.29, -4.25], [-5.52, 3.90, -6.04], [-3.96, 3.15, -6.65], [-4.50, 0.89, -7.03], [-3.06, 1.31, -5.97], [-5.38, -0.87, -5.39], [-1.50, -0.76, -4.28], [-2.09, 0.99, -4.08], [-2.34, -0.58, -1.38], [-1.59, 1.08, -1.72], [0.56, 0.11, -2.79], [-0.14, -1.59, -2.70], [-0.25, -0.60, 0.17], [0.95, -1.80, -0.54], [0.99, 2.21, -1.36], [-1.71, -3.09, -2.73], [-3.04, -2.76, -1.38], [-3.12, -4.25, -2.47], [-5.67, -2.84, -3.43], [6.29, -0.70, 5.71], [5.73, 0.70, 5.44], [4.28, 0.95, 5.85], [3.16, 0.29, 5.02], [3.08, -1.21, 5.30], [2.07, -1.92, 4.41], [2.33, -1.63, 2.94], [2.32, -0.14, 2.67], [3.35, 0.58, 3.54], [1.86, 0.95, 5.51], [6.08, -1.38, 4.89], [7.38, -0.65, 5.80], [5.90, -1.11, 6.64], [5.92, 0.98, 4.40], [6.34, 1.39, 6.03], [4.10, 2.03, 5.78], [4.12, 0.66, 6.89], [4.07, -1.63, 5.10], [2.85, -1.34, 6.36], [2.15, -3.00, 4.59], [1.05, -1.64, 4.68], [1.57, -2.13, 2.33], [3.30, -2.06, 2.65], [1.32, 0.27, 2.84], [2.55, 0.05, 1.62], [3.30, 1.66, 3.40], [4.34, 0.23, 3.26], [1.92, 2.02, 5.30], [1.78, 0.78, 6.59], [1.01, 0.52, 5.00]],
  "mulliken_charge": [-0.711, -0.393, -0.352, -0.838, 0.478, 0.004, -0.563, 0.804, -0.260, -0.638, -0.859, -0.361, -0.644, -0.541, -0.404, 0.199, -0.479, 0.255, -0.767, -0.552, 0.355, 0.245, 0.120, 0.320, 0.311, 0.395, 0.386, 0.490, 0.527, -0.010, 0.260, 0.463, 0.232, 0.336, 0.345, 0.331, 0.365, 0.215, 0.304, 0.275, 0.352, -1.189, -0.384, -0.661, 0.287, -0.484, -0.846, -0.622, -0.095, -0.979, -0.987, 0.339, 0.406, 0.300, 0.311, 0.415, 0.397, 0.401, 0.177, 0.440, 0.431, 0.325, 0.360, 0.278, 0.387, 0.142, 0.309, 0.380, 0.363, 0.360, 0.447],
  "gap_ha": 0.3420,
  "lumo_energy_ha": -0.081,
  "molar_mass_g_mol": 422.40,
  "total_charge": 1,
  "e_tot_ev": -36805.0289
}